[1]
This record from OMol25 describes the molecule C14H22N2O2S. The level of theory is ωB97M-V with the def2-TZVPD basis set.

The value obtained for the total energy is -32785.0322 eV. For the frontier orbital gap, the calculation gives 0.328 Eh. As for the spin multiplicity: 1. The SMILES is Cc1ccc(S(=O)(=O)NCCCN2CCCC2)cc1. Its energy above the lowest of the compared OMol25 structures with the same formula, charge and spin is 0.189 eV. The calculation puts the HOMO energy at -8.2 eV. The max |F| is 0.9 eV/A.

```
41
Properties=species:S:1:pos:R:3:forces:R:3
C -4.863837 3.686746 -2.385755 0.023 0.024 -0.027
C -3.644928 2.948486 -1.925992 0.016 -0.109 0.016
C -3.550995 1.567924 -2.058486 0.033 0.125 0.046
C -2.414899 0.894972 -1.640804 0.107 -0.185 -0.029
C -1.370410 1.609236 -1.091077 0.405 -0.344 0.060
S 0.085677 0.763278 -0.503772 -0.698 -0.137 0.332
O 0.090774 -0.578652 -1.024035 -0.259 0.096 0.018
O 1.238458 1.586501 -0.713068 -0.037 0.297 0.224
N -0.251842 0.737350 1.148798 -0.051 0.122 -0.895
C 0.904538 0.829543 2.024276 0.727 0.037 -0.017
C 1.926015 -0.289080 1.813613 -0.344 -0.084 0.174
C 1.330651 -1.681381 2.019843 0.193 0.239 0.074
N 2.346111 -2.701053 1.890633 -0.138 -0.152 0.091
C 2.887442 -2.834643 0.536194 0.248 0.198 -0.214
C 3.155173 -4.332813 0.324453 0.031 0.025 0.064
C 2.965537 -4.937326 1.715794 -0.156 0.019 0.022
C 1.909620 -4.019588 2.314408 0.067 -0.122 0.146
C -1.439389 2.981957 -0.950891 0.020 0.183 -0.018
C -2.575931 3.647718 -1.369236 0.096 -0.135 0.024
H -4.628011 4.282977 -3.266705 -0.055 0.054 -0.064
H -5.665467 2.999072 -2.640845 -0.085 -0.002 -0.023
H -5.214392 4.365651 -1.610833 -0.078 0.051 0.020
H -4.371527 1.015839 -2.492914 -0.074 -0.051 -0.037
H -2.317701 -0.174184 -1.744713 -0.055 -0.135 -0.047
H -0.809074 -0.082092 1.343507 -0.193 -0.128 -0.076
H 0.538864 0.841328 3.054871 -0.021 0.061 -0.097
H 1.372567 1.789737 1.799813 0.023 -0.026 0.257
H 2.757556 -0.154115 2.506572 0.068 -0.004 -0.018
H 2.307679 -0.205851 0.795853 0.165 -0.013 0.030
H 0.913916 -1.753019 3.030817 -0.053 0.024 -0.032
H 0.512122 -1.844164 1.292215 0.057 -0.070 0.106
H 3.809969 -2.250766 0.472112 -0.070 0.008 -0.175
H 2.185566 -2.450099 -0.215810 0.029 0.015 0.013
H 2.424183 -4.752615 -0.367444 0.024 -0.009 -0.021
H 4.149482 -4.520252 -0.076433 -0.014 -0.023 -0.076
H 3.886652 -4.855467 2.292295 0.019 -0.041 0.059
H 2.653525 -5.979754 1.688202 0.032 -0.043 0.030
H 1.870140 -4.063470 3.405445 -0.086 -0.048 -0.023
H 0.911075 -4.276374 1.916943 0.005 -0.007 0.007
H -0.596470 3.503355 -0.527132 0.062 0.176 0.059
H -2.640633 4.721142 -1.267530 0.016 0.113 0.022
```
Positions in Å, forces in eV/Å.

=====

[2]
This record from OMol25 describes the molecule C5H10O2. The level of theory is ωB97M-V with the def2-TZVPD basis set.

The value obtained for the total energy is -9439.2081 eV. For the frontier orbital gap, the calculation gives 0.364 Eh. As for the spin multiplicity: 1. The SMILES is COC1(CO)CC1. Its energy above the lowest of the compared OMol25 structures with the same formula, charge and spin is 3.835 eV. The calculation puts the HOMO energy at -9.0 eV. The max |F| is 0.9 eV/A.

```
17
Properties=species:S:1:pos:R:3:forces:R:3
C -0.634320 1.712796 -0.992828 -0.194 0.187 -0.215
O 0.401363 0.807186 -0.742152 -0.099 -0.290 -0.380
C 0.166193 -0.222857 0.167434 -0.284 -0.074 0.347
C 1.624572 -0.784656 0.472577 -0.406 -0.222 0.439
O 2.696728 -0.050310 -0.069941 -0.144 0.324 0.294
C -0.801221 -1.359230 0.090227 0.083 -0.441 -0.201
C -1.274579 -0.204117 0.893156 0.475 0.086 0.194
H -1.350322 1.255629 -1.682598 -0.176 0.269 -0.038
H -1.150544 1.994632 -0.068304 0.193 0.126 -0.215
H -0.172685 2.590472 -1.445186 -0.127 -0.063 -0.085
H 1.809182 -0.940749 1.538924 -0.220 0.062 0.102
H 1.666466 -1.771497 -0.013503 -0.161 0.222 0.179
H 2.347210 0.777681 -0.416316 -0.135 0.014 -0.078
H -0.427982 -2.157379 0.726479 0.027 -0.311 -0.416
H -1.305445 -1.681887 -0.810352 -0.147 0.067 -0.024
H -1.476290 -0.255924 1.960572 0.461 -0.269 -0.079
H -2.118321 0.290205 0.391812 0.853 0.314 0.174
```
Positions in Å, forces in eV/Å.

=====

[3]
This record from OMol25 describes a cluster of 2 separate species, C7H9NO4 in total in a non-equilibrium geometry. The level of theory is ωB97M-V with the def2-TZVPD basis set.

The value obtained for the total energy is -17080.9243 eV. For the frontier orbital gap, the calculation gives 0.323 Eh. As for the spin multiplicity: 1. The SMILES is C=C(C(C)=O)C(C)=O.O=C=NO. Its energy above the lowest of the compared OMol25 structures with the same formula, charge and spin is 3.645 eV. The calculation puts the HOMO energy at -9.4 eV. The max |F| is 6.0 eV/A.

```
21
Properties=species:S:1:pos:R:3:forces:R:3
C 0.059526 -0.917277 1.982663 1.149 -1.406 -1.225
C 0.584340 -0.337408 0.880850 -0.570 0.021 0.024
C 0.683506 -1.060687 -0.441467 -0.382 -2.216 1.082
C -0.043861 -2.388043 -0.350893 -2.724 2.428 -4.800
O 1.175195 -0.695416 -1.466423 0.527 1.134 -0.350
C 0.803474 1.138281 0.826457 -0.326 -0.010 0.629
C 2.076080 1.631928 0.208802 0.351 -0.128 -0.543
O -0.064154 1.880129 1.274196 0.639 0.072 -0.307
H -0.219845 -0.360615 2.821362 -0.151 1.082 1.131
H 0.005985 -2.025444 2.152803 -0.206 1.344 -0.547
H 0.025703 -2.956685 -1.299328 0.551 0.244 0.643
H -1.145787 -2.068764 -0.385820 1.286 -0.673 0.668
H 0.214963 -2.902590 0.463247 0.640 -2.216 2.972
H 2.228616 2.676342 0.539663 0.203 -0.643 -0.119
H 1.852308 1.647441 -0.896105 0.456 -0.123 0.918
H 2.960012 0.929063 0.397420 -1.284 1.127 -0.293
O -2.982470 -0.201804 -2.982445 -0.837 -0.255 -0.236
C -2.667516 0.542735 -2.139578 0.559 -0.293 -0.324
N -1.989656 1.237131 -1.435879 1.187 0.867 1.292
O -2.230430 2.059386 -0.358212 1.400 0.464 1.284
H -1.325988 2.172298 0.208686 -2.467 -0.822 -1.898
```
Positions in Å, forces in eV/Å.

=====

[4]
This record from OMol25 describes a cluster of 2 separate species, C3H10NO in total. The level of theory is ωB97M-V with the def2-TZVPD basis set.

The value obtained for the total energy is -6802.4757 eV. For the frontier orbital gap, the calculation gives 0.378 Eh. As for the spin multiplicity: 1. Its energy above the lowest of the compared OMol25 structures with the same formula, charge and spin is 1.835 eV. Its charge is +1. The calculation puts the HOMO energy at -14.1 eV. The max |F| is 0.2 eV/A.

```
15
Properties=species:S:1:pos:R:3:forces:R:3
C -1.117348 1.075486 -0.454482 0.054 -0.005 -0.194
C -1.625804 2.267736 -0.250696 0.020 -0.102 0.099
N -1.260696 -0.002213 0.551988 -0.159 -0.013 0.163
H -0.590385 0.766141 -1.344218 -0.014 -0.090 0.023
H -1.517427 3.013993 -1.023980 -0.041 0.087 0.069
H -2.149329 2.525165 0.662280 -0.014 0.112 -0.042
H -0.427859 -0.601471 0.590140 -0.008 0.016 -0.007
H -1.412078 0.383693 1.487446 0.053 0.033 -0.011
H -2.068928 -0.599213 0.347381 0.098 -0.037 -0.080
C 1.776223 -1.250618 0.030040 -0.018 0.069 0.039
O 2.994503 -1.938735 0.015643 -0.076 -0.026 -0.101
H 0.921663 -1.949715 0.030183 -0.017 -0.007 -0.005
H 1.761960 -0.664293 0.953634 0.011 -0.028 0.009
H 1.665039 -0.552782 -0.810324 0.052 -0.052 -0.041
H 3.050464 -2.473169 -0.785042 0.059 0.042 0.080
```
Positions in Å, forces in eV/Å.

=====

[5]
This record from OMol25 describes a structure of composition C2H4InLiO2 in a non-equilibrium geometry. The level of theory is ωB97M-V with the def2-TZVPD basis set.

The value obtained for the total energy is -11591.1621 eV. For the frontier orbital gap, the calculation gives 0.322 Eh. As for the spin multiplicity: 1. Its charge is +2. The calculation puts the HOMO energy at -20.3 eV. The max |F| is 4.4 eV/A.

```
10
Properties=species:S:1:pos:R:3:forces:R:3
O 1.826542 0.352308 0.082760 3.435 2.825 0.122
C -1.766789 0.733783 -0.758840 -1.757 1.068 -0.061
C -1.840857 -0.452006 -1.615575 -0.333 0.799 -1.987
O -1.179624 -0.581926 -0.345750 -3.084 -0.293 0.725
Li 3.390604 0.903749 -0.309297 0.851 0.394 -0.039
In 0.623983 -0.901117 0.092677 -0.456 -3.232 0.852
H -1.143370 1.624791 -0.685521 0.825 -0.671 -0.928
H -2.729267 1.050362 -0.351443 0.162 -0.896 0.859
H -1.238154 -0.495412 -2.524450 0.166 -0.252 0.379
H -2.771797 -1.020487 -1.650055 0.191 0.258 0.078
```
Positions in Å, forces in eV/Å.

=====

[6]
This record from OMol25 describes the molecule C6H4 in a non-equilibrium geometry. The level of theory is ωB97M-V with the def2-TZVPD basis set.

The value obtained for the total energy is -6280.7887 eV. For the frontier orbital gap, the calculation gives 0.378 Eh. As for the spin multiplicity: 1. The SMILES is C1=C[C@H]2C3=C2[C@H]13. Its energy above the lowest of the compared OMol25 structures with the same formula, charge and spin is 1.686 eV. The calculation puts the HOMO energy at -9.9 eV. The max |F| is 4.6 eV/A.

```
10
Properties=species:S:1:pos:R:3:forces:R:3
C -0.868654 -0.691187 0.061410 -0.602 -0.271 -0.661
C -0.842496 0.701194 -0.015207 -4.501 0.188 0.879
C 0.447149 1.116372 -0.106490 0.271 -0.611 -0.599
C 1.377552 0.034866 0.826388 0.174 -0.413 -2.546
C 1.239144 -0.024613 -0.566194 1.732 0.957 2.261
C 0.406215 -1.131007 -0.181580 1.503 0.472 0.366
H -1.612428 -1.444086 0.172423 -1.144 0.271 0.209
H -1.776762 1.377773 0.028001 1.737 -1.215 0.037
H 0.713046 2.100862 -0.092677 1.029 2.264 -0.096
H 0.917234 -2.040173 -0.126075 -0.200 -1.643 0.150
```
Positions in Å, forces in eV/Å.

=====

[7]
This record from OMol25 describes the molecule C25H28N4O3S. The level of theory is ωB97M-V with the def2-TZVPD basis set.

The value obtained for the total energy is -49319.5996 eV. For the frontier orbital gap, the calculation gives 0.309 Eh. As for the spin multiplicity: 1. The SMILES is Cc1ccc(C(=O)CSc2nc3ccc(C(=O)NCCN4CCCCC4)cc3c(=O)[nH]2)cc1. Its energy above the lowest of the compared OMol25 structures with the same formula, charge and spin is 0.401 eV. The calculation puts the HOMO energy at -8.4 eV. The max |F| is 0.7 eV/A.

```
61
Properties=species:S:1:pos:R:3:forces:R:3
C -2.711699 -3.182666 0.853054 0.017 -0.080 -0.015
C -3.778856 -2.277261 0.328017 -0.132 0.051 -0.059
C -4.918189 -2.021572 1.085484 0.033 -0.034 -0.041
C -5.903023 -1.172260 0.621951 -0.050 0.112 -0.160
C -5.750289 -0.521215 -0.600485 0.008 -0.577 0.126
C -6.768843 0.480763 -1.005678 0.120 0.323 -0.210
O -7.951191 0.256264 -1.062036 -0.083 -0.035 0.044
C -6.210839 1.881876 -1.218281 -0.096 0.046 0.239
S -5.776029 2.491943 0.450406 -0.248 0.183 0.011
C -4.169545 1.781180 0.594448 0.121 0.175 -0.517
N -3.416961 1.710654 -0.439035 -0.343 0.426 -0.056
C -2.225767 1.045695 -0.321728 0.433 -0.270 0.429
C -1.407196 0.924733 -1.449469 0.009 0.012 0.120
C -0.250498 0.184154 -1.385487 -0.024 0.004 0.079
C 0.117532 -0.467936 -0.202675 -0.237 -0.049 0.167
C 1.307596 -1.371889 -0.139493 -0.094 0.260 -0.242
O 1.277958 -2.436400 0.445608 0.029 -0.199 0.273
N 2.391551 -0.922012 -0.814492 0.134 0.267 -0.194
C 3.648380 -1.633320 -0.780467 0.307 -0.165 0.340
C 4.531334 -1.263832 0.435037 -0.260 -0.247 -0.259
N 5.214745 0.003490 0.403608 -0.012 0.064 -0.043
C 6.234977 0.141464 -0.613386 0.284 0.039 0.169
C 7.165705 1.293397 -0.238396 -0.121 0.028 -0.303
C 6.367176 2.585666 -0.101331 0.092 -0.094 0.252
C 5.238355 2.375094 0.902610 -0.175 0.069 -0.305
C 4.383158 1.183566 0.474472 0.098 0.189 0.358
C -0.676063 -0.339167 0.923216 0.027 0.031 -0.048
C -1.834495 0.431296 0.883309 0.239 0.094 -0.475
C -2.675087 0.576741 2.070044 -0.171 0.136 0.041
O -2.459934 0.127013 3.170261 0.101 -0.140 0.167
N -3.834408 1.317207 1.825891 0.016 0.057 0.229
C -4.628041 -0.793197 -1.375995 -0.297 -0.049 0.052
C -3.666350 -1.675015 -0.920001 -0.055 -0.133 0.006
H -2.517672 -2.968501 1.902021 0.081 -0.013 0.086
H -3.033014 -4.221705 0.779328 0.037 -0.091 0.019
H -1.784871 -3.069381 0.296712 0.106 -0.025 0.004
H -5.027380 -2.490094 2.052494 0.000 -0.049 0.128
H -6.784421 -0.975793 1.214802 -0.091 0.019 0.054
H -6.972499 2.551564 -1.613534 0.037 -0.037 0.007
H -5.295539 1.907407 -1.805009 -0.044 0.031 -0.061
H -1.716389 1.405527 -2.363935 -0.063 0.046 -0.101
H 0.357744 0.069116 -2.271587 0.050 -0.013 -0.076
H 2.393721 0.027103 -1.152116 -0.101 -0.088 0.092
H 3.402812 -2.695382 -0.709998 0.096 0.070 -0.109
H 4.184940 -1.447785 -1.713190 -0.031 -0.073 0.005
H 3.901588 -1.288234 1.328607 0.022 -0.093 -0.014
H 5.293681 -2.040801 0.539147 -0.045 -0.038 0.040
H 6.800541 -0.791637 -0.667655 -0.035 -0.012 -0.062
H 5.803688 0.341548 -1.612541 0.019 -0.057 -0.002
H 7.642622 1.060419 0.714373 0.069 -0.052 0.014
H 7.942201 1.400905 -0.997621 0.059 -0.010 0.005
H 7.017035 3.399680 0.223998 -0.008 0.054 -0.070
H 5.945984 2.859677 -1.072436 -0.001 0.056 -0.051
H 5.660820 2.166938 1.886143 -0.044 0.000 0.079
H 4.615619 3.268530 0.974430 -0.012 0.031 0.047
H 3.587963 1.010420 1.203686 -0.043 -0.012 -0.077
H 3.915654 1.424409 -0.501080 -0.036 0.010 0.031
H -0.406965 -0.840467 1.840552 0.027 -0.083 0.082
H -4.480373 1.427904 2.599409 0.088 -0.171 -0.118
H -4.512680 -0.324642 -2.342250 0.074 0.123 -0.077
H -2.799968 -1.881187 -1.531735 0.119 -0.016 -0.052
```
Positions in Å, forces in eV/Å.